{
  "formula": "C24H25AsAuN2O6S5",
  "method": "ωB97M-V/def2-TZVPD",
  "e_tot_ha": -5852.983769,
  "charge": -1,
  "e_homo_ev": -3.852,
  "max_force_ev_per_a": 3.4,
  "orbital_gap_ev": 4.53,
  "relative_energy_kcal_mol": 50.2,
  "elements": ["Au", "S", "As", "S", "S", "S", "C", "C", "C", "C", "C", "C", "C", "S", "O", "O", "N", "C", "C", "C", "O", "O", "H", "H", "H", "H", "H", "H", "H", "H", "H", "H", "H", "H", "C", "O", "C", "C", "C", "C", "C", "C", "N", "C", "C", "C", "C", "C", "C", "C", "O", "H", "H", "H", "H", "H", "H", "H", "H", "H", "H", "H", "H", "H"],
  "xyz": [[1.66210, -0.56916, -1.67956], [3.89538, 2.69463, -4.42688], [2.16592, 1.64335, -3.80668], [1.83230, 1.80868, -1.64227], [2.44047, -0.52368, -3.91944], [0.50330, 2.36697, -4.89625], [3.41764, -1.43657, 4.85176], [3.20491, -2.14056, 3.54141], [2.10225, -2.97000, 3.36181], [1.83660, -3.54205, 2.12911], [2.67865, -3.26479, 1.06725], [3.79869, -2.46675, 1.22552], [4.06440, -1.92171, 2.46755], [2.35095, -3.89511, -0.55341], [3.20510, -5.01902, -0.81009], [2.43340, -2.80140, -1.50843], [0.81861, -4.49537, -0.45230], [-0.27314, -3.52433, -0.63975], [-0.65674, -3.27689, -2.10350], [-1.34923, -1.91001, -2.18382], [-2.57365, -1.86965, -1.89718], [-0.62297, -0.91650, -2.44614], [3.04757, -2.03331, 5.68519], [2.86512, -0.49303, 4.84836], [4.47006, -1.20887, 5.01840], [1.43476, -3.15797, 4.19424], [0.98258, -4.18805, 1.98496], [4.43756, -2.26495, 0.37440], [4.93428, -1.28941, 2.59941], [0.74502, -5.33857, -1.01009], [0.08125, -2.59972, -0.17723], [-1.13788, -3.87023, -0.07159], [-1.32639, -4.06170, -2.45676], [0.24353, -3.24354, -2.71611], [-6.21671, 1.94022, -0.68757], [-4.83192, 1.75512, -0.47212], [-3.98082, 2.66214, -1.01879], [-4.35182, 3.92307, -1.46361], [-3.39919, 4.76357, -2.02510], [-2.08725, 4.34323, -2.16872], [-1.70917, 3.09474, -1.70351], [-2.63943, 2.26781, -1.09434], [-2.30847, 0.98068, -0.60783], [-1.28967, 0.61869, 0.10405], [-0.29420, 1.33037, 0.82721], [-0.45604, 2.62214, 1.36723], [0.53627, 3.21675, 2.09777], [1.73802, 2.52572, 2.30813], [1.92600, 1.26516, 1.80633], [0.93862, 0.61685, 1.02368], [1.20053, -0.54238, 0.47743], [-6.42183, 2.24753, -1.71542], [-6.63071, 2.68110, 0.00321], [-6.68231, 0.97561, -0.50017], [-5.37714, 4.25532, -1.37555], [-3.69586, 5.74548, -2.37078], [-1.35676, 4.97309, -2.65735], [-0.69266, 2.74240, -1.82996], [-2.82787, 0.14642, -0.99579], [-1.18497, -0.45350, 0.16971], [-1.40054, 3.12844, 1.23034], [0.39164, 4.20923, 2.50317], [2.53364, 3.00696, 2.86507], [2.85822, 0.73733, 1.95139]],
  "atomic_forces_ev_per_a": [[0.5, 0.6, 0.3], [0.0, -0.5, 0.5], [0.2, 2.4, -2.4], [0.2, -1.4, 0.2], [-0.3, -0.3, 1.4], [-0.1, -0.4, 0.5], [0.0, 0.0, 0.0], [-0.1, 0.0, 0.0], [0.1, 0.0, 0.0], [0.0, 0.0, 0.0], [-0.3, 0.0, -0.3], [0.1, 0.0, -0.2], [0.0, 0.0, 0.0], [-0.2, -0.8, -0.1], [0.0, 0.0, 0.0], [-0.1, 0.1, 0.3], [0.3, 0.4, 0.0], [0.0, 0.1, -0.1], [0.1, 0.1, 0.1], [-0.6, 0.2, 0.2], [0.4, 0.2, 0.2], [-0.1, -0.3, 0.3], [0.0, 0.0, 0.0], [0.0, 0.0, 0.0], [0.0, 0.0, 0.0], [0.0, 0.0, 0.0], [0.0, 0.0, 0.0], [0.0, 0.1, 0.0], [0.0, 0.0, 0.0], [0.2, 0.0, 0.0], [-0.2, 0.1, 0.0], [0.0, 0.0, 0.0], [0.0, 0.0, 0.0], [0.0, -0.1, 0.0], [-0.1, 0.0, 0.0], [0.0, -0.1, 0.0], [0.2, 0.0, 0.1], [-0.1, 0.0, 0.0], [0.1, -0.1, 0.0], [-0.1, 0.2, 0.0], [0.2, -0.3, 0.1], [-0.4, 0.6, -0.1], [-0.2, -1.3, -0.3], [0.0, -0.4, -0.1], [0.5, 0.1, 0.1], [-0.2, -0.2, -0.1], [-0.1, 0.1, 0.0], [-0.1, 0.0, 0.0], [0.0, -0.2, 0.0], [-0.1, 0.3, 0.0], [-0.4, 0.2, -0.4], [0.0, 0.0, 0.0], [0.0, 0.0, 0.0], [0.0, 0.0, 0.0], [0.0, 0.0, 0.0], [0.0, 0.0, 0.0], [0.0, -0.1, 0.0], [0.0, 0.0, -0.1], [0.5, 0.9, 0.0], [0.0, -0.2, -0.2], [-0.1, 0.1, -0.1], [0.0, 0.0, 0.0], [0.0, 0.0, 0.0], [0.1, 0.0, 0.0]]
}